1.
Computed, not measured: a cluster of 17 separate species, C52H148F6N12O16P in total in a non-equilibrium geometry, with ωB97M-V with the def2-TZVPD basis set.

```
235
Properties=species:S:1:pos:R:3
P 1.07 -0.21 0.32
F -0.35 0.18 1.08
F 1.81 0.00 1.75
F 1.02 -1.79 0.70
F 2.44 -0.59 -0.42
F 0.29 -0.41 -1.12
F 1.34 1.32 -0.10
C 0.69 -3.13 -6.96
C -0.71 -3.75 -6.55
C -0.79 -4.44 -5.18
O -2.05 -5.14 -5.09
C -2.18 -6.01 -3.96
N -1.67 -2.63 -6.67
H 0.57 -2.65 -7.93
H 1.45 -3.89 -7.12
H 0.95 -2.33 -6.27
H -1.08 -4.43 -7.32
H -0.70 -3.75 -4.34
H 0.04 -5.14 -5.07
H -1.36 -6.73 -4.05
H -3.15 -6.51 -4.03
H -2.09 -5.58 -2.97
H -1.30 -1.93 -6.03
H -2.50 -2.90 -6.17
C 3.70 -2.93 2.97
C 3.47 -4.40 3.31
C 1.92 -4.68 3.53
O 1.74 -5.87 4.25
C 0.41 -6.17 4.55
N 3.94 -5.19 2.17
H 4.76 -2.66 2.89
H 3.45 -2.33 3.84
H 3.13 -2.66 2.09
H 4.05 -4.77 4.15
H 1.39 -4.57 2.58
H 1.46 -3.90 4.13
H -0.17 -5.31 4.88
H 0.40 -6.91 5.35
H -0.14 -6.57 3.69
H 3.32 -4.97 1.41
H 3.72 -6.13 2.45
C 2.26 5.62 5.01
C 2.08 4.11 4.72
C 2.01 3.77 3.17
O 0.90 4.45 2.66
C 0.80 4.27 1.21
N 3.05 3.30 5.40
H 2.24 5.75 6.09
H 1.43 6.19 4.60
H 3.15 6.13 4.63
H 1.08 3.88 5.09
H 1.94 2.69 3.05
H 2.93 4.11 2.70
H 1.77 4.55 0.81
H 0.06 4.94 0.76
H 0.63 3.24 0.91
H 2.85 2.35 5.13
H 4.00 3.44 5.08
C -1.43 2.71 3.35
C -2.50 1.66 3.40
C -3.73 2.17 4.18
O -3.33 2.39 5.53
C -4.45 2.77 6.42
N -2.81 1.22 2.02
H -1.76 3.58 2.79
H -0.57 2.26 2.85
H -1.07 3.00 4.34
H -2.04 0.86 3.98
H -4.46 1.37 4.07
H -4.23 3.06 3.77
H -4.19 3.24 7.37
H -5.16 1.95 6.51
H -4.98 3.59 5.93
H -1.90 0.87 1.77
H -3.00 2.00 1.40
C -4.43 -0.42 -4.49
C -5.39 0.57 -5.05
C -6.08 -0.15 -6.29
O -6.86 0.85 -6.99
C -7.28 0.37 -8.31
N -6.39 1.01 -4.07
H -3.60 -0.65 -5.16
H -4.94 -1.34 -4.19
H -3.88 -0.11 -3.60
H -4.86 1.41 -5.49
H -6.70 -1.04 -6.15
H -5.27 -0.44 -6.96
H -6.51 0.54 -9.06
H -8.18 0.92 -8.59
H -7.53 -0.69 -8.29
H -6.78 0.33 -3.43
H -7.13 1.22 -4.71
C 6.76 2.05 4.76
C 6.31 2.75 3.55
C 5.33 1.94 2.64
O 5.17 2.78 1.47
C 4.08 2.42 0.60
N 5.64 4.00 3.89
H 7.13 1.04 4.56
H 5.90 1.82 5.39
H 7.48 2.60 5.36
H 7.13 3.04 2.88
H 4.38 1.77 3.15
H 5.66 0.96 2.32
H 3.74 3.29 0.04
H 3.19 2.18 1.18
H 4.32 1.56 -0.02
H 5.17 4.23 3.03
H 6.30 4.75 4.08
C -2.58 1.24 -8.05
C -1.06 1.09 -7.96
C -0.57 1.13 -6.50
O -1.08 0.04 -5.72
C -0.32 -0.10 -4.48
N -0.71 -0.19 -8.55
H -3.11 0.43 -7.54
H -2.89 1.39 -9.08
H -2.87 2.16 -7.54
H -0.57 1.94 -8.43
H -0.87 2.05 -6.00
H 0.51 1.17 -6.46
H 0.75 -0.22 -4.67
H -0.58 -0.98 -3.89
H -0.50 0.75 -3.81
H -1.06 -0.87 -7.89
H 0.29 -0.33 -8.57
C -4.37 4.87 1.28
C -3.01 5.22 0.62
C -2.64 4.30 -0.57
O -2.60 2.90 -0.18
C -2.24 2.02 -1.26
N -3.00 6.65 0.35
H -4.52 5.56 2.11
H -4.49 3.85 1.65
H -5.13 5.09 0.53
H -2.26 5.11 1.40
H -1.78 4.75 -1.07
H -3.48 4.40 -1.25
H -1.21 2.31 -1.51
H -2.87 2.07 -2.14
H -2.14 1.01 -0.86
H -3.66 6.83 -0.40
H -2.11 6.88 -0.08
C 2.72 5.69 -2.30
C 1.69 4.95 -3.10
C 1.77 3.42 -2.85
O 3.07 3.03 -3.30
C 3.17 1.59 -3.29
N 0.37 5.43 -2.70
H 2.67 6.74 -2.57
H 3.72 5.31 -2.52
H 2.53 5.72 -1.23
H 1.91 5.15 -4.15
H 0.99 2.93 -3.43
H 1.51 3.12 -1.83
H 3.01 1.22 -2.27
H 4.11 1.23 -3.72
H 2.38 1.19 -3.92
H 0.23 6.36 -3.07
H -0.37 4.99 -3.23
C -2.08 -4.07 2.65
C -2.15 -2.61 2.18
C -2.20 -2.34 0.70
O -3.21 -3.18 0.08
C -3.11 -3.34 -1.33
N -3.26 -1.85 2.73
H -3.06 -4.54 2.55
H -1.66 -4.20 3.64
H -1.35 -4.57 2.01
H -1.22 -2.10 2.46
H -1.24 -2.58 0.24
H -2.37 -1.28 0.47
H -3.39 -2.35 -1.70
H -3.75 -4.13 -1.72
H -2.06 -3.54 -1.57
H -3.04 -0.88 2.60
H -3.20 -1.90 3.74
C 0.88 -4.70 -1.36
C 2.31 -4.27 -1.59
C 2.39 -3.17 -2.67
O 3.71 -3.01 -3.30
C 3.71 -1.94 -4.22
N 2.93 -3.89 -0.34
H 0.57 -5.35 -2.17
H 0.22 -3.85 -1.16
H 0.84 -5.36 -0.49
H 2.91 -5.08 -1.99
H 1.93 -2.27 -2.26
H 1.74 -3.51 -3.47
H 3.08 -2.15 -5.09
H 4.69 -1.62 -4.57
H 3.31 -1.12 -3.63
H 2.28 -3.15 -0.10
H 3.77 -3.41 -0.64
C -3.15 -0.37 6.87
C -1.92 -1.01 6.29
C -0.87 -1.26 7.37
O 0.13 -2.06 6.79
C 1.22 -2.29 7.64
N -2.46 -2.24 5.80
H -2.95 0.66 7.14
H -3.61 -0.84 7.74
H -3.94 -0.34 6.11
H -1.45 -0.53 5.43
H -1.29 -1.81 8.21
H -0.48 -0.40 7.92
H 1.97 -2.89 7.12
H 0.92 -2.95 8.45
H 1.73 -1.41 8.03
H -1.70 -2.84 5.49
H -2.87 -2.75 6.56
C -5.81 0.52 0.02
O -5.04 -0.23 0.89
H -6.74 -0.03 -0.06
H -5.89 1.54 0.39
H -5.36 0.58 -0.97
H -4.24 0.25 1.15
C 6.26 -3.68 0.48
O 6.48 -4.63 1.45
H 7.18 -3.10 0.39
H 5.95 -4.06 -0.49
H 5.43 -3.04 0.77
H 5.62 -4.80 1.86
C 1.38 -0.05 4.78
O 2.49 0.56 4.27
H 1.67 -0.59 5.68
H 0.60 0.64 5.10
H 0.95 -0.76 4.07
H 2.59 0.30 3.35
C 5.76 -0.97 -1.63
O 6.58 -0.01 -2.30
H 4.74 -0.76 -1.97
H 6.01 -1.94 -2.04
H 5.84 -0.91 -0.54
H 6.82 0.66 -1.66
```

Its gap between HOMO and LUMO is 8.237 eV. Its net charge is -1. For the HOMO energy, the calculation gives -6.32 eV.

=====

2.
Computed, not measured: a structure of composition C52H36Br3CoF3NO5S2, with ωB97M-V with the def2-TZVPD basis set.

```
103
Properties=species:S:1:pos:R:3
Co 0.73 1.78 0.30
C -6.52 -1.71 1.15
C -5.07 -1.46 0.83
C -4.26 -0.77 1.73
C -2.92 -0.54 1.46
C -2.39 -0.99 0.26
C -3.17 -1.70 -0.64
C -4.50 -1.93 -0.35
S -0.64 -0.74 -0.01
O 0.05 -1.96 0.49
C -0.56 -0.69 -1.80
C -1.25 0.38 -2.42
C -1.10 0.62 -3.74
C -0.21 -0.16 -4.52
C 0.01 0.11 -5.89
C 0.89 -0.64 -6.62
C 1.60 -1.68 -6.00
C 1.41 -1.97 -4.68
C 0.48 -1.23 -3.90
C 0.27 -1.52 -2.51
C 0.91 -2.77 -2.00
C 0.34 -4.02 -2.40
C -0.90 -4.10 -3.09
C -1.43 -5.31 -3.46
C -0.75 -6.51 -3.16
C 0.44 -6.46 -2.49
C 1.01 -5.23 -2.10
C 2.25 -5.18 -1.41
C 2.77 -3.98 -1.01
C 2.07 -2.78 -1.30
S 2.79 -1.20 -0.84
O 3.92 -0.95 -1.78
C 3.54 -1.68 0.72
C 4.85 -1.26 0.91
C 5.49 -1.55 2.10
C 4.86 -2.26 3.11
C 5.58 -2.60 4.39
C 3.54 -2.66 2.90
C 2.87 -2.38 1.73
H -6.99 -0.82 1.55
H -6.62 -2.50 1.90
H -7.07 -2.02 0.26
H -4.68 -0.41 2.66
H -2.30 -0.01 2.17
H -2.74 -2.08 -1.56
H -5.11 -2.48 -1.05
H -1.89 1.01 -1.81
H -1.64 1.43 -4.22
H -0.53 0.93 -6.35
H 1.05 -0.42 -7.67
H 2.32 -2.25 -6.57
H 1.99 -2.76 -4.21
H -1.43 -3.19 -3.34
H -2.38 -5.34 -3.97
H -1.17 -7.46 -3.46
H 0.98 -7.37 -2.26
H 2.78 -6.10 -1.20
H 3.71 -3.93 -0.48
H 5.34 -0.73 0.11
H 6.52 -1.22 2.24
H 6.34 -1.86 4.62
H 6.08 -3.57 4.31
H 4.88 -2.66 5.23
H 3.03 -3.22 3.68
H 1.85 -2.69 1.58
C -0.25 5.20 -0.68
C 0.42 5.10 0.65
C 0.52 6.26 1.45
C 1.08 6.20 2.70
C 1.57 4.97 3.16
C 2.15 4.76 4.45
Br 2.30 6.19 5.65
C 2.62 3.52 4.87
C 2.55 2.44 4.02
Br 3.18 0.78 4.54
C 1.99 2.56 2.69
O 1.96 1.59 1.91
C 1.46 3.88 2.29
N 0.90 3.94 1.07
H -1.18 5.76 -0.57
H -0.46 4.23 -1.10
H 0.40 5.75 -1.37
H 0.14 7.19 1.07
H 1.15 7.08 3.32
H 3.05 3.41 5.85
Br -2.34 2.79 4.42
C -3.45 2.95 2.89
C -4.77 3.30 3.14
C -5.66 3.47 2.09
C -5.23 3.30 0.78
C -3.91 2.95 0.54
C -3.00 2.76 1.59
C -1.62 2.30 1.21
O -0.83 1.85 2.07
O -1.29 2.37 -0.01
H -5.09 3.44 4.16
H -6.69 3.73 2.30
H -5.91 3.43 -0.04
H -3.55 2.81 -0.46
F 1.67 1.41 -2.48
C 1.86 2.19 -1.37
F 1.74 3.47 -1.86
F 3.20 2.07 -1.09
```

Its gap between HOMO and LUMO (alpha / beta) is 7.174 / 5.032 eV. The calculation puts the relative energy (zero: lowest compared OMol25 entry of this formula, charge and spin) at 0.575 eV. Its net charge is 0. For the HOMO energy (alpha / beta), the calculation gives -7.90 / -7.96 eV. As for the spin multiplicity: 5. The expectation value of S² is 6.045.

=====

3.
Computed, not measured: a structure of composition C52H37AsF5N2O2PS5Ti in a non-equilibrium geometry, with ωB97M-V with the def2-TZVPD basis set.

```
106
Properties=species:S:1:pos:R:3
Ti -0.42 -0.09 -0.27
C 3.30 1.63 0.67
O 2.03 1.42 1.26
C 2.03 0.70 2.43
C 2.74 1.17 3.52
C 2.77 0.47 4.72
C 2.08 -0.73 4.78
C 1.35 -1.20 3.70
C 1.25 -0.47 2.49
N 0.45 -0.91 1.40
N -0.13 -2.14 1.72
C -0.50 -3.02 0.79
C -0.43 -2.85 -0.62
O -0.25 -1.63 -1.14
C -0.52 -3.97 -1.47
C -0.78 -5.23 -1.00
C -1.05 -5.42 0.39
C -1.42 -6.68 0.91
C -1.71 -6.85 2.24
C -1.65 -5.74 3.11
C -1.28 -4.51 2.63
C -0.95 -4.32 1.27
H 3.99 2.14 1.34
H 3.75 0.68 0.36
H 3.14 2.25 -0.21
H 3.27 2.11 3.43
H 3.32 0.86 5.57
H 2.12 -1.33 5.69
H 0.83 -2.13 3.76
H -0.37 -3.79 -2.53
H -0.84 -6.07 -1.68
H -1.47 -7.53 0.23
H -1.99 -7.82 2.62
H -1.93 -5.85 4.16
H -1.24 -3.64 3.28
S -6.89 -0.81 -4.14
C -5.53 -0.58 -3.19
S -4.29 0.54 -3.57
C -3.26 0.26 -2.18
C -3.69 -0.67 -1.31
S -2.90 -1.08 0.17
S -5.21 -1.42 -1.74
S -1.84 1.24 -1.94
F 2.42 -1.16 -1.46
C 2.21 0.11 -1.82
C 1.15 0.85 -1.30
C 1.20 2.18 -1.69
F 0.34 3.08 -1.17
C 2.12 2.72 -2.56
F 2.09 4.02 -2.90
C 3.11 1.92 -3.08
F 4.02 2.42 -3.91
C 3.16 0.61 -2.68
F 4.16 -0.16 -3.14
C -2.56 3.02 0.87
C -2.08 4.22 0.07
As -3.46 5.60 -0.22
C -3.65 6.27 1.61
C -2.70 6.07 2.61
C -2.89 6.61 3.88
C -4.02 7.35 4.17
C -4.97 7.57 3.17
C -4.78 7.03 1.90
C -5.02 4.41 -0.30
C -5.33 3.90 -1.56
C -6.31 2.92 -1.72
C -7.01 2.47 -0.61
C -6.74 2.99 0.65
C -5.74 3.96 0.80
P -1.31 1.79 1.50
C -0.31 2.90 2.60
C 0.72 3.62 1.98
C 1.50 4.52 2.68
C 1.29 4.71 4.04
C 0.27 4.01 4.68
C -0.53 3.12 3.96
C -2.39 0.98 2.76
C -1.81 0.22 3.77
C -2.58 -0.47 4.69
C -3.97 -0.41 4.63
C -4.56 0.35 3.62
C -3.78 1.01 2.69
H -3.21 2.42 0.22
H -3.13 3.32 1.74
H -1.75 3.92 -0.92
H -1.23 4.72 0.55
H -1.81 5.48 2.41
H -2.14 6.42 4.65
H -4.17 7.76 5.16
H -5.86 8.15 3.38
H -5.52 7.20 1.13
H -4.77 4.23 -2.42
H -6.51 2.50 -2.70
H -7.76 1.69 -0.72
H -7.27 2.63 1.52
H -5.52 4.33 1.80
H 0.91 3.45 0.92
H 2.28 5.08 2.17
H 1.92 5.39 4.61
H 0.10 4.14 5.74
H -1.34 2.62 4.46
H -0.73 0.15 3.85
H -2.10 -1.07 5.46
H -4.58 -0.96 5.33
H -5.64 0.38 3.53
H -4.27 1.55 1.89
```

Its gap between HOMO and LUMO (alpha / beta) is 4.413 / 4.415 eV. The calculation puts the relative energy (zero: lowest compared OMol25 entry of this formula, charge and spin) at 1.313 eV. Its net charge is -2. For the HOMO energy (alpha / beta), the calculation gives -0.61 / -0.61 eV.

=====

Asked for DFT total energy across the records above, the calculation gives -132559.32110 -343814.17226 -222608.59408 eV in order.
Asked for molar mass across the records above, the calculation gives 1342.786 1174.635 1130.968 g/mol in order.